A cluster of 2 separate species, C5H10N3O3 in total. Source: OMol25; level of theory: the ωB97M-V functional and the def2-TZVPD basis.

- ΔE to the lowest compared entry with this formula, charge and spin (kcal per mole) = 87.3
- E_LUMO (eV) = 1.464
- charge = -1
- HOMO-LUMO gap (eV) = 2.270

```
21
Properties=species:S:1:pos:R:3:mulliken_charge:R:1
N 3.979 -0.255 0.700 -0.6207
C 3.080 0.483 0.194 -0.1318
C 1.908 1.057 0.944 -0.8308
N 0.662 1.132 0.102 -0.3685
C -0.656 1.009 0.865 -0.6312
C -1.590 0.159 0.058 -0.3867
N -1.946 -1.020 0.321 -0.3799
H 3.793 -0.446 1.687 0.2319
H 3.157 0.747 -0.864 0.4352
H 2.117 2.080 1.281 0.4979
H 1.695 0.426 1.807 0.2048
H 0.665 2.021 -0.428 0.8325
H 0.692 0.374 -0.596 0.3366
H -1.033 2.027 1.005 0.2744
H -0.457 0.531 1.825 0.3400
H -1.976 0.580 -0.878 0.4642
H -1.575 -1.404 1.194 0.1810
C -3.132 -2.373 -2.319 0.6901
O -2.612 -1.280 -2.750 -0.7239
O -2.499 -3.484 -2.413 -0.7151
O -4.273 -2.363 -1.736 -0.7000
```

An isolated molecule of C6H13N in a non-equilibrium geometry. Source: OMol25; level of theory: the ωB97M-V functional and the def2-TZVPD basis.

- ΔE to the lowest compared entry with this formula, charge and spin (kcal per mole) = 61.9
- E_LUMO (eV) = 1.184
- SMILES = CCC/C=C/NC
- HOMO-LUMO gap (eV) = 8.895

```
20
Properties=species:S:1:pos:R:3:mulliken_charge:R:1
C 2.893 -1.266 -1.054 -0.9970
C 1.691 -2.003 -0.292 -0.6382
C 0.961 -0.896 0.481 -0.6594
C -0.188 -0.114 -0.417 -0.3761
C -1.214 0.355 0.344 -0.1889
N -2.022 1.501 -0.156 -0.4183
C -2.436 2.333 0.969 -0.8672
H 3.469 -0.605 -0.412 0.3258
H 2.536 -0.576 -1.921 0.2429
H 3.601 -2.035 -1.569 0.2909
H 1.096 -2.464 -0.989 0.3624
H 1.933 -2.817 0.377 0.3279
H 0.484 -1.380 1.408 0.3381
H 1.561 -0.151 0.968 0.4194
H -0.212 -0.344 -1.490 0.3617
H -1.376 -0.026 1.410 0.2455
H -1.548 1.916 -0.950 0.2961
H -2.960 1.704 1.796 0.2347
H -1.552 2.670 1.468 0.3649
H -3.123 3.140 0.818 0.3349
```

Look up the E_LUMO of the first one.
1.464 eV

Look up the HOMO-LUMO gap of the first one.
2.270 eV

Which value of ΔE to the lowest compared entry with this formula, charge and spin does entry 2 give?
61.9 kcal per mole

Please write out number 2 again, unchanged.
An isolated molecule of C6H13N in a non-equilibrium geometry. Source: OMol25; level of theory: the ωB97M-V functional and the def2-TZVPD basis.

- ΔE to the lowest compared entry with this formula, charge and spin (kcal per mole) = 61.9
- E_LUMO (eV) = 1.184
- SMILES = CCC/C=C/NC
- HOMO-LUMO gap (eV) = 8.895

```
20
Properties=species:S:1:pos:R:3:mulliken_charge:R:1
C 2.893 -1.266 -1.054 -0.9970
C 1.691 -2.003 -0.292 -0.6382
C 0.961 -0.896 0.481 -0.6594
C -0.188 -0.114 -0.417 -0.3761
C -1.214 0.355 0.344 -0.1889
N -2.022 1.501 -0.156 -0.4183
C -2.436 2.333 0.969 -0.8672
H 3.469 -0.605 -0.412 0.3258
H 2.536 -0.576 -1.921 0.2429
H 3.601 -2.035 -1.569 0.2909
H 1.096 -2.464 -0.989 0.3624
H 1.933 -2.817 0.377 0.3279
H 0.484 -1.380 1.408 0.3381
H 1.561 -0.151 0.968 0.4194
H -0.212 -0.344 -1.490 0.3617
H -1.376 -0.026 1.410 0.2455
H -1.548 1.916 -0.950 0.2961
H -2.960 1.704 1.796 0.2347
H -1.552 2.670 1.468 0.3649
H -3.123 3.140 0.818 0.3349
```